Below is a structure of composition C10H32CoO7 in a non-equilibrium geometry, with properties calculated with ωB97M-V/def2-TZVPD.

Last column: Löwdin charge in e.
Atoms and positions in Å:
Co1 2.78847 -0.83341 0.52438  0.973
O1 1.05009 0.01949 0.52156  -0.369
H1 0.34416 -0.53673 0.13840  -0.006
O2 2.36090 -2.58240 -0.42505  -0.389
H2 1.51517 -2.30891 -0.83059  -0.058
C1 -2.07362 -4.38575 -0.86598  -0.073
C2 -0.81065 -3.56613 -0.87982  -0.373
O3 0.14230 -4.32880 -0.20934  -0.077
H3 -1.93801 -5.24866 -1.51797  0.082
H4 -2.92557 -3.76381 -1.14069  0.071
H5 -2.31775 -4.67066 0.15740  0.077
H6 -0.82499 -2.60675 -0.36263  0.080
H7 -0.48804 -3.35752 -1.89987  0.110
H8 0.99467 -3.90543 -0.33515  0.019
C3 -2.68495 -1.11327 1.70362  -0.085
C4 -1.67889 -0.36964 2.48789  -0.329
O4 -1.33902 0.71658 1.67895  -0.109
H9 -2.61955 -2.12368 2.10725  0.071
H10 -2.26260 -1.25923 0.70944  0.058
H11 -3.72642 -0.84986 1.88818  0.086
H12 -0.73073 -0.88457 2.64267  0.115
H13 -2.09534 -0.01593 3.43105  0.114
H14 -0.46375 0.59085 1.30520  -0.001
C5 5.44516 1.05176 2.34513  -0.056
C6 4.72801 1.84368 1.24591  -0.296
O5 3.53942 1.24401 0.87236  -0.130
H15 6.29861 1.62419 2.70851  0.083
H16 5.81577 0.14058 1.87554  0.069
H17 4.77580 0.77639 3.16013  0.083
H18 5.30982 2.06182 0.35036  0.124
H19 4.38162 2.79900 1.64022  0.127
H20 2.92775 1.90510 0.54008  0.081
C7 -1.74056 -0.13830 -2.54089  -0.085
C8 -3.01542 0.67873 -2.51358  -0.328
O6 -4.03976 0.17330 -3.31672  -0.072
H21 -1.13105 0.17204 -3.38959  0.073
H22 -1.88319 -1.21459 -2.63762  0.069
H23 -1.04645 0.05954 -1.72408  0.049
H24 -2.82925 1.64892 -2.97419  0.108
H25 -3.31221 0.76232 -1.46810  0.114
H26 -3.73382 -0.20286 -4.14528  0.084
C9 -0.18521 4.49950 -0.28109  -0.104
C10 -0.26941 2.99679 -0.16014  -0.283
O7 0.88092 2.72113 0.69238  -0.114
H27 0.57868 4.89739 -0.94912  0.068
H28 -0.05680 5.02580 0.66476  0.080
H29 -1.10982 4.75900 -0.79669  0.071
H30 -0.25133 2.50262 -1.13152  0.110
H31 -1.22882 2.82993 0.32955  0.104
H32 0.93587 1.76623 0.77458  -0.013

The LUMO energy (spin up / spin down) is -0.7 / -1.1 eV. The value obtained for the energy relative to the best compared isomer or geometry (same formula, charge and spin) is 3.007 eV. Its multiplicity is 4. As for the HOMO-LUMO gap (spin up / spin down): 8.905 / 8.494 eV. As for the net charge: 0. The value obtained for the HOMO energy (spin up / spin down) is -9.58 / -9.59 eV.